Entry 1:
{"formula": "C32H43I2N11O5P2S2", "method": "wB97M-V/def2-TZVPD", "homo_lumo_gap_ev": 6.68, "relative_energy_kcal_mol": 201.3, "energy_ha": -4297.573229, "e_lumo_ev": -1.33, "symbols": ["C", "C", "S", "C", "C", "C", "P", "P", "O", "O", "O", "C", "C", "C", "O", "O", "C", "C", "I", "C", "C", "I", "C", "N", "S", "N", "C", "H", "H", "H", "H", "H", "H", "H", "H", "H", "H", "H", "H", "H", "H", "H", "H", "C", "C", "N", "H", "H", "H", "C", "C", "N", "H", "H", "H", "C", "C", "N", "H", "H", "H", "C", "C", "N", "H", "H", "H", "C", "C", "N", "H", "H", "H", "C", "C", "N", "H", "H", "H", "C", "C", "N", "H", "H", "H", "C", "C", "N", "H", "H", "H", "C", "C", "N", "H", "H", "H"], "positions_angstrom": [[4.49005, 0.65505, -1.36734], [4.00018, 1.30478, -2.78106], [2.51760, 2.42227, -2.64853], [1.56027, 2.12962, -1.07846], [0.39579, 1.01710, -1.18224], [-0.86786, 1.18625, -0.20752], [-1.08000, 2.57327, 1.06433], [-1.37507, 4.52438, 0.14044], [-0.22290, 5.47467, 0.65032], [-1.41336, 4.52390, -1.57483], [-2.84103, 5.19410, 0.83530], [-2.06309, 0.08468, -0.26807], [-3.39474, 0.14500, 0.63834], [-4.74240, 0.52276, -0.22191], [-4.72233, 1.36988, -1.20902], [-6.03736, -0.07511, 0.10230], [-1.95869, -1.15713, -1.27474], [-3.13296, -2.29909, -1.31272], [-4.84947, -2.19565, -2.64255], [-2.96955, -3.39889, -0.38961], [-3.95722, -4.67154, -0.24328], [-1.22632, -3.38804, 0.97355], [-0.72492, -1.38930, -2.25517], [-0.55186, -2.51250, -3.19194], [0.99515, -2.13528, -3.85959], [1.45128, -0.64276, -3.08899], [0.39589, -0.25209, -2.14339], [5.65919, 0.58425, -1.42985], [4.27361, 1.34804, -0.46613], [4.11333, -0.42542, -1.22897], [4.89243, 1.96063, -3.16400], [3.87088, 0.41384, -3.51603], [2.19488, 1.87420, -0.15064], [1.02228, 3.14120, -0.83093], [0.19667, 2.64439, 1.76746], [-1.43606, 5.50007, -1.81595], [-3.03822, 4.70261, 1.68847], [-3.65203, -0.87768, 1.14982], [-3.34600, 0.93432, 1.48940], [-6.60169, -0.06227, -0.72175], [-4.11788, -4.89376, 0.88472], [-4.96241, -4.55773, -0.79108], [-3.40775, -5.60294, -0.68058], [-5.00995, -9.04885, -1.47983], [-5.33931, -7.58272, -1.59152], [-5.60204, -6.41149, -1.68077], [-3.92720, -9.18436, -1.43542], [-5.45812, -9.46255, -0.57402], [-5.40065, -9.58471, -2.34733], [-7.10983, 5.03455, -0.53182], [-5.73247, 5.10100, 0.07869], [-4.61864, 5.15427, 0.55959], [-7.52814, 6.03993, -0.61548], [-7.05514, 4.58767, -1.52714], [-7.76459, 4.42820, 0.09409], [-3.52697, 1.23074, -4.79028], [-3.13678, 0.96171, -6.22088], [-2.82521, 0.74682, -7.36366], [-4.56528, 1.56594, -4.74465], [-3.42092, 0.31969, -4.19816], [-2.88384, 2.00615, -4.36861], [7.67085, -1.80136, 0.20764], [6.32798, -1.30414, 0.67675], [5.25566, -0.90639, 1.05132], [8.29032, -2.06631, 1.06666], [7.54134, -2.68326, -0.42330], [8.17532, -1.02250, -0.36845], [-4.66500, 0.41381, 4.70608], [-3.45261, 0.99440, 4.02218], [-2.47613, 1.45898, 3.48714], [-5.57554, 0.73443, 4.19518], [-4.61285, -0.67712, 4.68782], [-4.70253, 0.75105, 5.74392], [-8.77228, 2.53781, 2.27035], [-8.01149, 1.98039, 3.44296], [-7.40541, 1.53495, 4.38103], [-9.78923, 2.79426, 2.57488], [-8.27513, 3.43465, 1.89915], [-8.81621, 1.79677, 1.46936], [11.99269, -0.88093, 1.04757], [11.11103, -2.00987, 1.51479], [10.40672, -2.91183, 1.88818], [12.10591, -0.92244, -0.03781], [11.54692, 0.07724, 1.32291], [12.97772, -0.96213, 1.51183], [11.55176, -6.22633, 2.83189], [12.94635, -6.15149, 3.39774], [14.06042, -6.09180, 3.84964], [11.12137, -5.22434, 2.76984], [11.57904, -6.66459, 1.83203], [10.92215, -6.84516, 3.47466], [2.91554, 6.34157, 1.56931], [3.42566, 4.98136, 1.17114], [3.83040, 3.89334, 0.85307], [3.42142, 7.11378, 0.98575], [1.83988, 6.40281, 1.38585], [3.10677, 6.51433, 2.63054]], "atomic_forces_ev_per_a": [[0.943, 0.369, -0.575], [1.661, -1.159, 0.796], [0.047, -0.232, 0.450], [-1.115, -0.773, 0.678], [-3.391, -1.102, 1.471], [1.158, -2.924, -3.323], [-0.217, -1.770, -0.424], [3.177, 4.929, 1.262], [-2.762, -2.688, -1.693], [-0.889, 1.292, 2.749], [9.750, -2.804, -0.238], [1.673, -1.956, -3.023], [-1.349, -0.297, 0.094], [-0.842, 3.117, -4.301], [0.091, -4.307, 4.971], [2.676, 0.643, -0.744], [-0.088, 1.649, 0.550], [2.606, -1.463, 3.436], [1.302, -0.064, 0.770], [-1.684, 1.682, -2.342], [1.232, 0.239, 0.374], [-1.371, -0.123, -1.051], [-0.836, 1.104, 1.242], [2.136, 5.294, 2.718], [-1.625, 2.650, 2.677], [-3.632, -1.139, 1.660], [0.636, -2.342, -1.829], [-2.130, 0.060, 0.142], [0.245, -1.339, -1.505], [0.307, 1.990, -0.083], [-1.965, -0.974, 0.617], [-0.192, 1.801, 1.132], [-0.744, 0.422, -1.592], [1.144, -1.828, -0.648], [-0.630, 0.371, -1.141], [0.140, -1.503, 0.285], [0.477, 0.712, -1.539], [0.839, 1.795, -1.052], [0.189, -1.303, -1.705], [1.179, 0.385, 0.991], [0.195, 0.499, -1.913], [1.909, 0.144, 0.982], [-0.952, 1.785, 0.726], [-0.204, 1.023, -0.073], [-1.061, 4.398, -0.373], [0.937, -6.308, 0.156], [-0.133, 0.101, -0.011], [0.027, 0.140, -0.103], [0.022, 0.154, 0.084], [1.112, 0.078, 0.114], [3.976, 0.149, 1.463], [-14.121, -0.080, -2.417], [0.117, -0.101, 0.051], [0.017, 0.029, 0.131], [0.136, 0.057, -0.055], [0.315, -0.164, -0.999], [1.182, -0.814, -4.313], [-1.559, 1.064, 5.663], [0.135, -0.065, -0.060], [0.007, 0.075, -0.096], [-0.039, -0.102, -0.094], [-1.003, 0.368, 0.383], [-4.054, 1.477, 1.467], [5.405, -2.103, -1.690], [-0.176, 0.026, -0.102], [-0.058, 0.118, 0.096], [-0.143, -0.030, 0.061], [1.036, 0.299, -0.663], [3.724, 1.716, -1.766], [-4.983, -2.470, 3.164], [0.418, -0.069, 0.148], [0.131, 0.123, -0.036], [0.043, 0.042, -0.177], [0.472, -0.425, 0.801], [2.231, -1.641, 3.457], [-3.424, 2.366, -4.617], [0.158, -0.061, 0.052], [0.030, -0.114, 0.173], [0.079, 0.025, 0.163], [-0.610, -0.763, 0.318], [-2.587, -3.410, 1.433], [3.556, 4.467, -1.860], [-0.066, -0.076, 0.145], [-0.015, -0.175, 0.011], [-0.166, -0.076, -0.011], [0.947, 0.084, 0.415], [4.200, 0.209, 1.703], [-5.531, -0.281, -2.254], [0.115, -0.089, 0.014], [0.086, 0.051, 0.140], [0.163, 0.059, -0.030], [0.296, -0.879, -0.270], [1.435, -4.060, -1.201], [-2.002, 5.319, 1.576], [0.011, -0.179, 0.033], [0.069, -0.207, -0.069], [0.048, -0.116, -0.129]], "lowdin_charge": [-0.203, -0.546, 0.775, -0.482, -0.105, -0.299, 0.836, 0.489, -0.448, -0.237, -0.348, -0.107, -0.091, -0.345, -0.035, -0.045, -0.188, -0.676, 0.873, -0.674, -0.214, 0.781, -0.257, -0.247, 0.917, -0.261, -0.175, 0.067, 0.048, 0.061, 0.077, 0.058, 0.074, 0.055, -0.025, 0.092, 0.076, 0.124, 0.053, 0.099, 0.077, -0.001, 0.077, -0.063, -0.195, 0.120, 0.078, 0.078, 0.078, -0.057, -0.111, 0.073, 0.079, 0.079, 0.042, -0.076, -0.241, 0.092, 0.076, 0.025, 0.078, -0.076, -0.228, 0.122, 0.029, 0.079, 0.073, -0.072, -0.202, 0.068, 0.003, 0.081, 0.082, -0.053, -0.182, 0.120, 0.083, 0.052, 0.081, -0.059, -0.203, 0.117, 0.079, 0.081, 0.081, -0.079, -0.244, 0.092, 0.033, 0.076, 0.076, -0.067, -0.215, 0.119, 0.076, 0.044, 0.075]}



Entry 2:
{"formula": "C4H12N3O", "method": "wB97M-V/def2-TZVPD", "total_charge": 1, "homo_lumo_gap_ev": 10.70, "relative_energy_kcal_mol": 12.7, "energy_ha": -398.897121, "e_lumo_ev": -3.28, "symbols": ["C", "C", "C", "N", "H", "H", "H", "H", "H", "H", "H", "H", "N", "C", "N", "O", "H", "H", "H", "H"], "positions_angstrom": [[-1.21024, 1.66307, -0.92891], [-0.78769, 0.40404, -1.61737], [-0.46891, 0.23056, -2.88130], [-0.72558, -0.75488, -0.69688], [-0.96088, 2.54255, -1.50984], [-2.29345, 1.66503, -0.78561], [-0.73485, 1.75027, 0.05201], [-0.20900, -0.74252, -3.27647], [-0.49699, 1.12049, -3.49350], [-1.49155, -0.74029, -0.02041], [0.18584, -0.75934, -0.15712], [-0.77887, -1.63595, -1.20885], [1.27090, 0.41168, 2.68795], [0.93967, -0.86699, 2.33048], [1.46363, -1.28899, 1.07970], [0.25890, -1.60930, 2.98419], [1.41144, 1.11194, 1.97912], [0.78342, 0.73578, 3.50900], [1.45271, -2.30141, 1.07924], [2.39150, -0.93574, 0.87457]], "atomic_forces_ev_per_a": [[-0.058, -0.205, 0.099], [-0.051, 0.196, 0.217], [-0.126, 0.186, 0.292], [0.097, 0.032, -0.124], [0.092, 0.025, -0.135], [0.003, -0.008, 0.112], [-0.041, 0.057, -0.032], [0.047, 0.139, -0.231], [0.123, -0.257, -0.360], [0.010, -0.023, 0.029], [-0.202, -0.295, 0.193], [-0.002, -0.015, 0.009], [-0.334, -0.035, -0.034], [0.240, 0.257, -0.007], [0.002, 0.244, -0.190], [-0.251, -0.173, 0.151], [0.262, -0.038, -0.025], [0.054, 0.026, 0.068], [0.109, -0.087, -0.081], [0.024, -0.027, 0.050]], "lowdin_charge": [-0.024, -0.357, 0.113, 0.208, 0.096, 0.102, 0.081, 0.086, 0.093, 0.173, 0.113, 0.168, 0.168, -0.658, 0.101, 0.090, 0.097, 0.119, 0.118, 0.114]}



Entry 3:
{"formula": "C21H56N4O10P", "method": "wB97M-V/def2-TZVPD", "total_charge": 1, "homo_lumo_gap_ev": 9.23, "energy_ha": -2146.339400, "e_lumo_ev": -2.83, "symbols": ["C", "C", "O", "O", "C", "C", "C", "C", "C", "C", "N", "C", "N", "N", "P", "N", "O", "O", "H", "H", "H", "H", "H", "H", "H", "H", "H", "H", "H", "H", "H", "H", "H", "H", "H", "H", "H", "H", "C", "C", "O", "H", "H", "H", "H", "H", "H", "C", "C", "O", "H", "H", "H", "H", "H", "H", "C", "C", "O", "H", "H", "H", "H", "H", "H", "C", "C", "O", "H", "H", "H", "H", "H", "H", "C", "C", "O", "H", "H", "H", "H", "H", "H", "C", "C", "O", "H", "H", "H", "H", "H", "H"], "positions_angstrom": [[-3.87429, 1.72342, 2.35695], [-3.17824, 0.46629, 2.78614], [-2.42920, 0.43008, 3.71792], [-3.49268, -0.61743, 2.04874], [-2.37345, -1.31923, 1.47011], [-2.61478, -1.58957, 0.00700], [-2.98802, -0.33927, -0.78861], [-2.00037, 0.82121, -0.68576], [-0.78012, 0.69890, -1.62390], [-0.81789, 1.85012, -2.66596], [-0.09876, 2.94061, -1.93249], [0.43876, 2.41259, -0.83264], [0.78708, 3.08479, 0.24573], [0.54856, 1.04792, -1.02133], [1.21959, 0.02140, 0.15864], [1.04251, -1.48968, -0.08431], [2.73435, 0.39802, 0.18653], [0.63009, 0.41184, 1.59766], [-4.77476, 1.86391, 2.94824], [-4.18517, 1.66498, 1.31901], [-3.20136, 2.56088, 2.50435], [-1.48516, -0.70623, 1.57240], [-2.14918, -2.22634, 2.02295], [-3.43686, -2.29723, -0.08610], [-1.72102, -2.07903, -0.37258], [-3.96668, -0.02033, -0.44076], [-3.11062, -0.62559, -1.83275], [-1.69349, 0.95723, 0.34991], [-2.53368, 1.72965, -0.95833], [-0.75022, -0.21285, -2.20913], [-0.14267, 1.54572, -3.45537], [-1.78853, 2.10660, -3.06089], [-0.52440, 3.85347, -1.84683], [1.23708, 2.67973, 1.06260], [0.63334, 4.08014, 0.27156], [0.53126, -1.73604, -0.91981], [3.21424, -0.42506, 0.41833], [-0.14966, 0.97698, 1.58944], [1.67158, 0.91198, 5.15008], [1.10567, 1.94539, 4.19469], [2.03266, 2.28897, 3.15017], [2.58183, 1.24532, 5.64671], [0.93728, 0.64850, 5.91253], [1.89775, 0.02062, 4.56732], [0.84563, 2.87156, 4.70332], [0.19270, 1.53987, 3.73681], [2.27059, 1.46671, 2.70845], [-2.69980, 2.15468, 6.89830], [-3.29314, 3.14192, 5.91212], [-2.36504, 3.48524, 4.88174], [-1.79774, 2.56802, 7.35028], [-3.41009, 1.91630, 7.69055], [-2.42376, 1.22630, 6.39242], [-3.55402, 4.07479, 6.40792], [-4.20313, 2.72896, 5.46250], [-2.13197, 2.66872, 4.42616], [5.29603, -4.62140, 0.61931], [4.21883, -3.55585, 0.63558], [4.77504, -2.24785, 0.82370], [5.86463, -4.60025, 1.54867], [4.85999, -5.61307, 0.49776], [5.99773, -4.45276, -0.20103], [3.53167, -3.71059, 1.46485], [3.64411, -3.57755, -0.29575], [5.38507, -2.08126, 0.09778], [-0.14824, -1.86135, -5.71065], [-1.15351, -0.73456, -5.57036], [-0.51772, 0.52022, -5.32376], [0.46349, -1.94430, -4.81049], [-0.64801, -2.81511, -5.88185], [0.52464, -1.66907, -6.54786], [-1.81967, -0.91723, -4.72440], [-1.76812, -0.65814, -6.47200], [0.06199, 0.69697, -6.07934], [0.69573, -3.76178, 3.12900], [1.18067, -2.73843, 4.13909], [2.28610, -1.98586, 3.64125], [1.50225, -4.44597, 2.86437], [-0.13663, -4.34265, 3.52985], [0.36962, -3.26904, 2.20879], [1.52901, -3.22666, 5.04685], [0.36531, -2.05597, 4.40760], [2.00904, -1.50635, 2.85764], [1.67533, 1.42244, -10.16136], [1.16836, 0.49589, -9.07594], [0.66904, 1.22578, -7.94589], [2.46442, 2.06635, -9.77374], [2.06888, 0.85469, -11.00400], [0.87253, 2.06635, -10.52713], [1.97249, -0.13314, -8.69892], [0.37894, -0.15452, -9.46406], [-0.05160, 1.78557, -8.25232]], "atomic_forces_ev_per_a": [[-0.209, -0.182, -0.325], [-0.644, 0.129, 0.004], [0.882, 0.008, 0.270], [0.039, 0.052, -0.684], [0.434, -0.099, 0.314], [-0.426, -0.037, 0.112], [0.136, -0.318, 0.115], [0.069, -0.328, -0.121], [-0.608, 1.136, -1.236], [1.834, -0.661, 0.120], [-1.427, 0.359, 0.813], [0.593, -0.158, -0.690], [0.050, -0.016, -0.274], [-0.598, 0.407, 1.785], [-0.454, -2.755, -0.529], [-0.614, 0.707, -0.340], [0.227, 0.711, 0.723], [0.500, 0.692, -0.348], [-0.026, 0.116, 0.196], [-0.016, -0.012, -0.116], [-0.100, 0.203, 0.156], [0.132, 0.070, 0.212], [-0.235, -0.181, 0.074], [-0.027, -0.133, -0.096], [0.140, -0.050, -0.092], [-0.076, 0.178, -0.001], [-0.045, 0.088, -0.165], [0.017, 0.000, 0.143], [-0.001, 0.183, 0.073], [0.223, -0.412, 0.398], [-0.326, 0.120, -0.511], [-0.148, 0.268, 0.145], [0.088, 0.069, -0.228], [0.182, -0.032, 0.211], [0.164, 0.095, -0.002], [0.178, -0.429, 0.006], [0.490, -0.011, -0.147], [-0.093, -0.030, 0.296], [-0.086, 0.060, -0.304], [-0.063, -0.030, 0.130], [-0.189, 0.236, -0.267], [-0.014, 0.129, -0.074], [-0.041, 0.023, -0.033], [0.125, -0.178, 0.243], [0.054, 0.086, -0.098], [-0.051, 0.095, 0.193], [0.199, -0.063, 0.231], [0.095, -0.012, -0.041], [0.127, -0.174, -0.071], [-0.002, 0.089, -0.095], [-0.024, 0.038, 0.038], [-0.011, 0.002, 0.002], [-0.064, 0.002, 0.005], [-0.011, 0.044, -0.040], [-0.066, 0.031, 0.057], [0.041, -0.177, 0.167], [0.074, 0.108, 0.076], [0.099, -0.079, -0.134], [-0.364, 0.361, -0.096], [-0.029, -0.027, 0.029], [-0.008, -0.002, -0.019], [-0.037, -0.043, -0.044], [-0.018, 0.085, 0.025], [-0.076, -0.022, 0.051], [0.103, -0.050, 0.039], [0.036, 0.045, 0.069], [0.178, 0.086, -0.123], [-0.044, -0.220, 0.079], [-0.020, -0.020, 0.015], [-0.004, -0.003, -0.018], [-0.030, -0.020, -0.041], [-0.040, 0.033, -0.013], [-0.074, -0.060, 0.031], [0.033, 0.101, -0.200], [0.035, 0.026, -0.038], [-0.155, 0.132, -0.309], [0.243, -0.176, 0.178], [-0.006, -0.039, 0.040], [0.000, 0.004, 0.006], [-0.016, 0.013, 0.012], [0.059, 0.051, 0.025], [-0.017, -0.055, 0.093], [-0.192, -0.133, -0.175], [0.006, 0.095, 0.110], [-0.100, 0.073, -0.102], [-0.016, -0.116, 0.155], [0.039, -0.031, -0.006], [-0.017, -0.012, -0.011], [-0.019, -0.048, -0.054], [-0.007, 0.000, 0.070], [0.046, -0.057, -0.001], [0.013, 0.053, -0.020]], "lowdin_charge": [0.037, -0.535, 0.123, 0.006, -0.163, -0.151, -0.164, -0.131, -0.228, -0.060, 0.144, -0.376, 0.278, -0.015, 0.449, -0.081, -0.087, -0.145, 0.103, 0.074, 0.084, 0.080, 0.133, 0.127, 0.103, 0.112, 0.118, 0.088, 0.121, 0.144, 0.101, 0.140, 0.164, 0.097, 0.150, -0.006, 0.082, 0.058, -0.053, -0.294, -0.100, 0.087, 0.084, 0.046, 0.117, 0.079, 0.046, -0.082, -0.308, -0.102, 0.077, 0.077, 0.062, 0.113, 0.102, 0.026, -0.084, -0.315, -0.095, 0.081, 0.078, 0.075, 0.094, 0.106, 0.084, -0.077, -0.305, -0.119, 0.072, 0.080, 0.070, 0.099, 0.113, 0.051, -0.086, -0.300, -0.098, 0.070, 0.077, 0.049, 0.118, 0.106, 0.041, -0.084, -0.304, -0.101, 0.079, 0.080, 0.077, 0.113, 0.112, 0.093]}